The following is a quantum chemistry calculation of a molecular structure, C16H15CuIN2O3S2, from the Open Molecules 2025 dataset.

XYZ file:
```
40
Properties=species:S:1:pos:R:3:forces:R:3:mulliken_charge:R:1
I 3.8184 -1.2450 -1.7764 0.2366 0.0567 -0.2164 0.1657
Cu 1.2548 -0.6501 -1.9780 -0.3870 -0.1234 -0.2742 -0.0960
S -1.8720 -2.4402 -0.4021 0.0352 0.0805 -0.1995 -0.3908
S -0.0765 -2.3712 -2.8375 0.1354 -0.0970 -0.0549 -0.4341
O -2.0343 -0.7900 -2.4567 -0.1222 0.1519 -0.1767 -0.2070
O -1.2618 -0.3025 2.4832 -0.2964 -0.3412 -0.1306 -0.4850
O 0.5663 1.2787 -2.1052 -0.0345 -0.0661 0.2538 -1.1081
N 1.3295 -0.6202 0.0765 0.0394 0.3789 0.4272 0.0392
N -2.1304 3.1316 -0.7129 -0.1192 0.0467 0.0506 -0.6762
C 0.6748 0.2841 0.7119 -0.0500 -0.1009 -0.1615 -0.4705
C -1.5319 1.0828 2.3813 -0.0978 0.1606 -0.0284 -1.0238
C -1.4019 -1.8160 -1.8966 0.2603 -0.1079 0.5133 0.3518
C 4.3652 -2.5624 0.8761 -0.0393 0.0127 0.0407 -0.4728
C 1.9881 -1.8227 2.1007 0.0326 -0.1214 0.1036 0.0193
C -1.3424 1.6447 0.9876 -0.1022 0.0645 0.0773 0.3644
C 3.4396 -1.7905 0.1938 0.0975 -0.1541 0.2482 -0.1434
C -3.0976 -0.1537 -1.7598 -0.0979 -0.0216 0.0090 -0.6952
C -0.2571 1.6399 -1.1994 -0.0552 0.1863 -0.2952 1.1649
C -0.3279 1.1613 0.1325 0.2919 -0.0645 0.2215 0.0631
C -1.2094 2.6925 -1.5244 0.2773 -0.1258 -0.1277 0.7491
C -1.1233 3.2654 -2.9018 -0.0377 0.0672 -0.0518 -1.2638
C -2.2183 2.5889 0.5212 -0.0220 -0.1279 0.1238 -0.9600
C 4.1020 -2.9638 2.1775 0.0091 -0.0047 -0.0081 -0.5186
C 2.9083 -2.5987 2.7828 0.0085 -0.0004 -0.0343 -0.7341
C 2.2550 -1.3892 0.8053 -0.1920 0.1091 -0.3326 0.2615
H -3.9272 -0.8493 -1.6176 0.0225 0.0615 0.0241 0.4074
H 4.8174 -3.5809 2.7029 0.0389 -0.0191 0.0257 0.3589
H 5.2825 -2.8575 0.3888 0.0634 -0.0266 -0.0353 0.3546
H -3.3838 0.6799 -2.3961 -0.0590 0.0352 0.0345 0.2282
H -1.6920 -0.7633 1.7380 0.1360 0.0606 0.0981 0.2315
H -1.8912 4.0259 -3.0251 -0.0229 0.0158 -0.0223 0.3924
H -3.0403 2.9298 1.1396 -0.0417 0.0306 0.0316 0.3223
H 2.6803 -2.9368 3.7838 -0.0053 -0.0262 0.0592 0.3866
H -1.2430 2.4780 -3.6454 -0.0356 -0.0623 -0.0606 0.2595
H 1.0309 -1.5820 2.5430 -0.0427 0.0483 0.0278 0.5022
H -2.5607 1.3003 2.6993 0.0945 0.0329 -0.0023 0.3539
H -0.8677 1.5640 3.1076 0.0346 0.0058 -0.0880 0.3582
H -2.7560 0.2035 -0.7886 -0.0750 0.0147 -0.0227 0.2373
H 0.8719 0.4382 1.7748 0.0673 -0.0440 -0.0714 0.7978
H -0.1382 3.6963 -3.0847 0.0545 0.0147 0.0243 0.3093
```
Forces are in eV/Å.

energy relative to the best compared isomer or geometry (same formula, charge and spin): 0.0 kJ/mol
charge: -1
strongest force on any atom: 0.0114 Eh/bohr
LUMO: 2.33 eV
HOMO level: -0.14995 Eh

=====

The following is a quantum chemistry calculation of a molecular structure, C15H12Cl2N2O5Pt, from the Open Molecules 2025 dataset.

XYZ file:
```
37
Properties=species:S:1:pos:R:3:forces:R:3:mulliken_charge:R:1
Pt 1.3208 -1.2138 -0.3407 0.0608 0.3259 0.3262 0.8979
Cl 1.4254 -0.9380 5.1780 0.0031 0.0031 -0.0075 -0.1908
Cl 1.1680 4.4247 4.8546 0.0019 0.0059 -0.0062 -0.2348
O 4.1865 -3.4734 0.1795 -0.0333 -0.0361 0.0793 -0.5657
O 2.1236 -3.1019 -0.4219 -0.1713 0.0193 0.1407 -0.6438
O 1.0339 0.8028 -0.3184 0.1577 -0.2753 0.1232 -0.6859
O 1.6108 -0.7881 2.2702 -0.1346 0.0080 -0.2034 -0.6462
O 3.3643 -1.4543 0.1516 0.0669 -0.1753 -0.0419 -0.6217
N -0.4577 -1.5038 -0.7923 0.1436 0.0925 -0.2643 -0.4497
N 3.2915 -2.7195 0.0011 0.0950 0.1517 -0.2341 1.3175
C -1.2154 -0.9107 -1.7061 -0.0594 -0.1212 0.1664 0.3123
C 1.3653 0.4976 4.2209 0.0177 0.0642 0.0883 0.1487
C 1.2463 2.8967 4.0270 0.0133 0.0458 -0.0708 0.1613
C 1.2845 1.7098 4.8117 0.0030 -0.0937 0.0452 -0.5459
C 1.3056 1.5607 2.0084 0.0819 0.0188 -0.1478 0.6656
C -3.0956 0.1168 -3.4782 -0.0239 -0.0059 -0.0037 -0.4785
C -3.5427 -0.5991 -2.3754 0.0483 0.0520 0.0076 -0.9404
C -1.7418 0.3160 -3.7229 0.0104 0.0059 0.0343 -1.0067
C -3.0956 -1.9131 -0.3051 0.0157 0.0050 0.0166 -1.3413
C -0.7735 -0.1644 -2.8627 -0.0242 0.0876 -0.0289 1.1131
C 0.6589 0.0376 -3.2305 0.0711 -0.1095 0.0362 -1.3683
C 1.1915 1.6498 0.6204 -0.1651 0.0140 0.0435 0.0205
C 1.2619 2.8276 2.6816 -0.0028 0.0226 0.0775 -0.9552
C -2.6292 -1.1377 -1.4952 -0.0548 -0.0438 -0.0405 1.3508
C 1.4350 0.3265 2.7705 0.0063 -0.0771 -0.1258 0.4104
H -4.1730 -2.0599 -0.3483 0.0007 -0.0087 0.0006 0.3944
H 1.1602 0.6849 -2.5134 -0.0170 0.0234 -0.0153 0.2997
H 1.1881 2.6758 0.2367 -0.0987 0.0047 0.0249 0.3052
H 1.2188 3.7340 2.0909 -0.0085 0.0034 0.0045 0.3847
H -3.8192 0.5174 -4.1780 0.0024 0.0067 0.0035 0.3871
H 0.7258 0.4822 -4.2217 0.0091 -0.0227 -0.0024 0.4089
H 1.2553 1.7838 5.8905 -0.0022 0.0083 -0.0013 0.4361
H -2.5924 -2.8774 -0.2499 0.0152 0.0013 -0.0122 0.3364
H -1.4371 0.8543 -4.6105 0.0004 -0.0021 -0.0026 0.3577
H 1.2015 -0.9094 -3.2257 -0.0126 0.0009 -0.0122 0.3073
H -4.6024 -0.7457 -2.2149 -0.0006 -0.0006 0.0047 0.3590
H -2.8481 -1.3887 0.6181 -0.0155 0.0010 -0.0023 0.3003
```
Forces are in eV/Å.

energy relative to the best compared isomer or geometry (same formula, charge and spin): 114.9 kJ/mol
strongest force on any atom: 0.0090 Eh/bohr
LUMO (alpha / beta): -2.67 / -2.67 eV
HOMO level (alpha / beta): -0.28591 / -0.28592 Eh

=====

The following is a quantum chemistry calculation of a molecular structure, C36H28B3InN8O28, from the Open Molecules 2025 dataset.

XYZ file:
```
104
Properties=species:S:1:pos:R:3:forces:R:3:mulliken_charge:R:1
In -19.4856 -0.2834 1.7538 0.2027 -0.1290 0.0611 0.9921
O -5.0331 -8.5475 3.5421 0.1319 1.0323 0.1648 -0.5883
O -14.8452 -9.0850 9.6450 1.6629 5.0047 -3.4955 -0.4921
O -11.5880 -2.1542 -3.0963 -0.5809 3.8582 -0.3112 -0.5531
O -15.7050 -4.6089 4.6077 3.4868 -2.8140 3.1184 -0.5895
O -5.7311 0.0354 11.6305 -0.8661 -1.7650 -0.7819 -0.5415
O -15.3869 -12.8298 19.9275 -0.1990 0.0774 0.0073 -0.4347
O -15.1238 -7.8084 7.7050 1.7100 0.3128 2.1927 -0.3514
O -11.0429 3.8603 -6.0258 -0.1324 -3.3321 3.7627 -0.5239
O -13.7307 -6.6580 3.6988 -0.0211 0.0342 2.0395 -0.5365
O -13.8835 -0.5436 -1.8356 3.0878 0.5374 -2.4730 -0.5908
O -7.7105 -0.1579 10.7732 1.0011 -0.9771 0.4781 -0.5256
O -14.8375 -13.2385 16.5016 -0.0871 0.3416 3.2691 -0.4567
O -15.2324 -5.5413 6.6487 0.8250 -0.3321 -0.4411 -0.3538
O -12.7830 1.1215 -2.8770 0.6650 -0.5108 0.5276 -0.4291
O -10.5352 2.2865 -2.9617 0.3283 -1.0413 0.1172 -0.4361
O -3.4255 -7.2995 4.2929 -0.5339 -0.3608 -0.0540 -0.5885
O -10.9534 -0.0607 -3.7456 -0.0984 0.6826 0.0750 -0.4191
O -13.4359 -6.2297 8.1702 0.6049 -0.1572 1.3958 -0.4585
O -13.9248 -13.9108 18.4936 -0.1713 1.0606 -0.0316 -0.3618
O -11.1974 -12.1901 21.5993 -4.1324 -3.0047 0.1823 -0.4945
O -17.0239 -12.4157 18.3792 4.0184 -1.5090 1.2726 -0.4922
O -12.7967 -7.0331 10.2831 -1.5104 0.4271 -3.2654 -0.5136
O -13.8929 -14.4965 20.8920 0.8025 0.1949 1.6893 -0.3281
O -9.5464 4.2459 -3.4367 -0.1335 -1.4077 -1.1106 -0.4919
O -12.9246 -12.5379 20.2509 -1.0899 0.8628 -0.9694 -0.4479
O -11.8871 2.0085 -4.8167 2.2041 1.9368 -1.2275 -0.4314
O -13.6142 -7.0716 5.9671 0.7956 -0.8291 -1.6661 -0.4990
O -12.6368 -14.9186 22.8198 -1.8457 4.0677 -4.9680 -0.4792
N -5.4734 -10.0238 15.3409 -2.4786 1.6477 -2.9698 -0.3768
N -18.8409 -1.4219 7.4196 1.9465 -0.3899 2.8164 -0.4019
N -19.7554 -11.5924 10.7078 -2.6658 3.6402 -1.4241 -0.3675
N -6.5998 -0.6280 11.0470 -0.2159 1.4970 -0.6007 0.8487
N -14.4289 1.2718 4.7375 0.0749 0.1027 -0.1631 -0.3485
N -4.5176 -7.4576 3.7594 1.0220 -0.4284 0.0774 0.9615
N -9.4836 -12.3786 1.6430 0.2775 -0.1349 0.6934 -0.3320
N -18.4288 -5.0854 -1.1670 0.7598 -1.9166 0.0703 -0.3868
C -14.5243 -8.0831 8.9052 -3.5168 -5.3893 1.2612 0.6593
C -12.9449 -0.1493 -2.5571 -3.2753 0.3786 2.5547 0.6906
C -7.0446 -4.1514 9.5935 -0.6927 1.2778 -0.4699 -0.5077
C -10.1460 3.2608 -3.7885 -1.1273 1.0195 1.9395 0.6383
C -18.2199 -1.5653 8.4096 -1.9524 0.2888 -1.3310 0.2993
C -20.4784 -10.7003 10.3954 2.8874 -4.4968 2.1937 0.3503
C -14.8225 -13.2600 17.7246 1.4550 -2.1791 -2.9250 0.6360
C -11.0352 3.0780 -5.0463 -1.3102 1.4595 -3.8078 0.5515
C -5.1647 -6.2248 3.3201 -0.7338 1.1655 -0.2245 0.2060
C -6.3610 -6.3236 2.6071 0.8882 -1.3991 1.0912 -0.3730
C -7.2152 -8.8444 13.7568 0.3988 0.0282 0.2697 -0.6604
C -17.9824 -6.1620 -1.1745 -2.1745 4.7553 0.5745 0.3655
C -4.9715 -2.3976 10.2120 -1.4292 1.4351 0.8389 -0.2365
C -13.3992 1.6991 5.0124 0.3736 0.0118 0.4139 0.2453
C -12.2543 -12.8131 21.3179 3.7075 1.9712 -0.2238 0.7038
C -6.9819 -5.1912 2.1851 -1.7504 0.6824 -0.8751 -0.4305
C -7.3635 -2.9107 10.1546 1.1121 1.0648 1.1466 -0.3420
C -17.4319 -7.4256 -1.2453 1.0999 -2.7271 -0.2893 -0.7727
C -5.7481 -4.4713 9.3188 0.5185 -0.8415 0.0248 -0.3855
C -6.2120 -9.5221 14.5620 2.7132 -1.4950 3.5597 0.2996
C -10.8052 -11.5079 -0.4394 0.3922 0.2951 1.1461 -0.6489
C -4.7161 -3.6527 9.7190 0.5791 0.3046 -0.3006 -0.4761
C -11.7495 -0.9199 -3.1799 0.7219 -4.3961 0.4068 0.6176
C -15.8830 -12.8034 18.7153 -5.0165 2.7677 -0.6247 0.6055
C -14.9918 -5.3537 5.3598 -4.4887 2.5158 -2.9345 0.6747
C -4.5840 -4.9602 3.5827 0.2467 -1.1081 -1.0199 -0.4894
C -21.4730 -9.7140 10.1102 -0.5481 1.1922 -0.3746 -0.7455
C -5.2407 -3.8651 3.0757 0.1087 0.6628 -0.0799 -0.2723
C -13.4292 -7.0367 9.2285 1.0707 0.5385 1.6105 0.5900
C -17.4614 -1.7507 9.6989 -0.1265 -0.3937 -1.5231 -0.6703
C -6.3067 -1.9885 10.4917 0.0634 -1.9426 -0.7692 0.2228
C -6.4525 -3.9698 2.4221 1.1810 1.2012 0.4605 -0.4219
C -10.0699 -11.9525 0.7609 0.0470 0.0608 -1.2673 0.2458
C -12.0982 2.2262 5.4962 -0.8961 -0.4434 -0.6499 -0.6519
C -12.9846 -14.1826 21.8290 1.4354 -4.1929 3.6934 0.5779
C -13.9897 -6.4532 4.8602 -0.1000 0.5684 -1.4130 0.5276
B -14.0664 -13.4369 19.9068 1.1231 -0.4445 -0.3905 0.8560
B -11.4914 1.3308 -3.5818 -0.4012 0.8090 -0.4076 0.8896
B -14.3646 -6.6596 7.0884 -0.5477 0.1538 1.5815 0.9376
H -12.2177 3.3049 5.5977 0.2943 -0.1068 0.2491 0.2524
H -17.8475 -7.8962 -2.1363 0.4590 -0.1650 -0.2114 0.2599
H -17.3142 -2.8195 9.8540 0.1456 -0.0207 -0.2132 0.2378
H -6.7018 -8.3742 12.9180 -0.4207 -0.4068 -0.4088 0.2355
H -20.9641 -8.7694 9.9184 -0.0861 0.0000 -0.6055 0.2420
H -16.3469 -7.3250 -1.2734 0.0243 -0.2482 -0.3327 0.2537
H -7.6568 -8.0228 14.3208 -0.0849 -0.2033 0.1845 0.2554
H -16.5022 -1.2882 9.4660 0.1040 0.0157 0.6563 0.2379
H -7.9598 -9.6128 13.5489 -0.1311 0.4292 -0.6371 0.2464
H -11.8728 1.7116 6.4302 0.0941 0.3305 0.0264 0.2476
H -3.5613 -4.8421 3.9090 -0.1501 -0.3033 0.5112 0.4316
H -3.6718 -3.9051 9.6083 -0.0254 -0.2626 -0.3341 0.3661
H -17.9318 -1.3984 10.6169 -0.1406 0.5149 -0.4967 0.3048
H -4.8061 -2.8765 3.0677 0.3244 -0.0128 0.4970 0.3494
H -11.4231 -12.3574 -0.7300 -0.2114 0.4611 -0.3031 0.2423
H -17.6616 -8.1105 -0.4291 -0.1958 0.3857 0.2479 0.2846
H -8.3813 -2.6843 10.4362 -0.0530 0.2306 -0.2241 0.3938
H -11.3414 -10.6238 -0.0943 -0.6340 -0.2196 -0.3219 0.2280
H -22.1632 -9.4418 10.9088 0.2206 -0.6511 0.4254 0.2770
H -11.3300 1.9961 4.7580 0.0071 0.1056 0.0929 0.2578
H -6.7617 -7.3192 2.4856 -0.1286 0.0303 -0.2386 0.4831
H -7.9157 -5.1156 1.6477 -0.1971 -0.9664 -0.0943 0.3546
H -4.1599 -1.6948 10.3287 0.0081 0.0253 0.3900 0.3788
H -22.0917 -10.0601 9.2823 0.1872 0.3077 -0.2155 0.2453
H -10.1494 -11.1448 -1.2307 0.1294 -0.4601 0.0548 0.2659
H -5.5906 -5.3952 8.7822 0.4110 -0.1221 0.1153 0.3913
H -7.7907 -4.8094 9.1730 -0.4197 0.0621 0.4694 0.4135
H -6.8754 -3.0364 2.0809 -0.4119 -0.1881 -0.2074 0.3775
```
Forces are in eV/Å.

strongest force on any atom: 0.1299 Eh/bohr
LUMO: -9.03 eV
HOMO level: -0.35666 Eh